(1)
Here is a 2-piece molecular cluster, CH7NOSi2 overall from the Open Molecules 2025 dataset. Energies are from ωB97M-V/def2-TZVPD.

Structure (XYZ):
```
12
Properties=species:S:1:pos:R:3
C -0.381 1.289 -1.694
N -0.364 -0.119 0.140
O -1.227 1.090 -2.460
Si 0.012 -1.703 -0.282
Si 0.099 0.818 1.501
H 0.433 1.919 -1.402
H -0.174 -1.687 -1.821
H 1.364 -2.327 -0.074
H -0.781 -2.359 0.848
H -0.197 0.144 2.674
H 1.494 0.675 1.485
H -0.277 2.260 1.085
```

Calculated values
E_HOMO, eV: -8.67
ΔE to the lowest compared entry with this formula, charge and spin, eV: 3.517
E, eV: -20439.3653

(2)
Here is a 2-piece molecular cluster, C9H13NO overall from the Open Molecules 2025 dataset. Energies are from ωB97M-V/def2-TZVPD.

Structure (XYZ):
```
24
Properties=species:S:1:pos:R:3
C -0.107 -2.817 -1.204
C 0.233 -1.400 -1.645
C 0.201 -0.381 -0.704
C 0.445 0.936 -1.074
C 0.796 1.236 -2.382
C 0.852 0.213 -3.305
C 0.549 -1.093 -2.957
H 0.701 -3.220 -0.588
H -0.222 -3.475 -2.061
H -1.043 -2.776 -0.638
H -0.009 -0.594 0.333
H 0.292 1.753 -0.374
H 1.002 2.269 -2.638
H 1.072 0.404 -4.345
H 0.565 -1.876 -3.703
C -0.561 2.202 2.563
C -0.808 0.783 2.993
N 0.288 -0.012 3.181
O -1.927 0.332 3.136
H -1.527 2.596 2.271
H -0.005 2.204 1.627
H -0.130 2.924 3.254
H 0.055 -0.978 3.365
H 1.180 0.307 2.853
```

Calculated values
SMILES: Cc1ccccc1.CC(N)=O
E_HOMO, eV: -9.19
ΔE to the lowest compared entry with this formula, charge and spin, eV: 0.151
E, eV: -13081.9209

no.,E_LUMO (eV)
1,-0.447
2,0.802